Formula: C25H45ClNO3PRh
Source: the OMol25 dataset
Level of theory: ωB97M-V with the def2-TZVPD basis set

Each line ends with the Mulliken spin population.
Positions of all 77 atoms, in Å:
O -0.7573 0.7201 6.6894  0.002
H 1.2121 -1.7242 -2.0898  0.001
H -1.7355 -1.6115 4.4042  -0.003
C -0.7097 2.1522 -0.3229  0.025
H -3.6945 -2.0911 2.9542  -0.010
O 0.0556 -0.4071 5.0022  -0.005
H 0.0980 -2.1527 -4.5817  0.000
H 4.0196 2.2774 -1.6156  -0.002
C 2.4474 0.8462 -1.9557  0.004
H -0.8484 -4.3616 3.3838  -0.002
H -1.8684 0.2523 1.9605  0.087
H -3.9837 3.2747 -0.7976  0.000
C 4.3157 0.0870 0.2323  -0.015
H 5.8446 0.7851 -1.0897  -0.002
C -0.0700 3.1084 -1.3356  0.005
H 4.9588 -0.6307 -1.6872  0.001
H 0.3314 -2.4188 -0.7298  -0.036
H -2.8570 3.7606 0.4858  0.000
H 4.2774 1.2653 -3.0543  -0.001
H 2.2570 1.6781 0.0173  0.022
H 2.6267 -0.7218 1.2298  -0.021
H -0.3247 5.1041 -2.1414  0.000
H -2.5423 4.1873 -2.5279  0.000
C 2.0300 0.7261 -0.4900  0.061
H -1.5365 -3.0863 -2.1727  -0.001
H -2.5532 -3.1374 4.7780  0.000
H 2.7567 -1.3021 -0.4287  0.001
C -0.6521 -3.3854 3.8328  0.011
C -2.9178 3.3917 -0.5462  0.008
H -2.6759 1.3135 0.0579  -0.015
H -2.3534 1.6419 -1.6385  0.003
C -0.5188 -0.5635 -1.5115  0.072
N 0.1298 -0.0451 6.2360  0.005
C 3.9286 1.2550 -2.0074  0.000
C -0.7521 4.4871 -1.3368  0.005
C 2.8522 -0.3890 0.1709  0.106
H -1.5381 -2.8076 -4.5763  0.000
H -3.3450 -0.2454 0.9445  -0.066
C -1.9389 -2.6174 4.0319  0.013
H 2.3153 -0.1184 -2.4679  0.003
H -2.4598 -0.8211 -3.5742  0.000
O 1.0763 -0.4740 6.9359  0.002
H -0.1366 2.6791 -2.3465  -0.001
C 4.8459 0.3329 -1.1768  0.008
C -1.4109 -0.7631 -3.8888  0.011
C -0.8355 -2.1824 -4.0076  0.000
H 1.2243 -2.2832 3.6217  0.018
C -0.6376 0.1108 -2.8904  -0.003
H -0.2154 -3.5671 4.8176  0.002
H -0.5161 4.9817 -0.3845  -0.001
C 0.2019 -1.9049 -1.6869  0.020
H 4.3396 1.0040 0.8320  -0.002
H 1.8519 1.6100 -2.4799  -0.005
H -2.7052 5.4150 -1.2797  0.000
C -1.9880 -1.8462 1.6192  -0.059
P 0.2047 0.5127 -0.1273  -0.152
C -0.0241 -1.6441 1.9843  0.346
H 0.9164 -3.4497 2.3895  0.003
C -2.7403 -2.5832 2.7272  0.116
Cl 1.3856 2.1776 2.4637  0.165
H 0.3634 -1.9124 0.9839  0.052
H -2.9995 -3.5955 2.3760  -0.007
Rh 1.1915 -0.0171 1.9896  2.377
H -1.1371 1.0840 -2.8279  0.001
H 0.3708 0.2984 -3.2861  -0.001
H -1.3946 -0.2734 -4.8792  -0.001
H -0.5814 2.5779 0.6874  -0.008
H -0.0113 -3.7674 -2.7688  0.001
C 0.4076 -2.6697 2.9858  -0.075
H -1.5347 -0.7544 -1.1232  0.001
C -2.2114 2.0294 -0.6216  0.047
H 4.9134 -0.6693 0.7672  0.003
C -0.5768 -2.8294 -2.6387  0.007
C -2.2798 4.4234 -1.4870  0.001
H -1.7708 -2.4467 0.7018  0.038
H 0.9962 3.2445 -1.1141  0.000
C -2.4062 -0.5241 1.4002  0.837

Forces on atoms 1 to 6 (eV/Å):
O 0.9 -0.7 -0.1
H -0.3 -0.1 0.0
H 0.1 0.0 -0.1
C 0.6 0.1 0.0
H 0.1 0.1 -0.3
O 0.2 0.3 1.2

Summary:
* spin multiplicity: 5
* charge: -1
* HOMO energy (alpha / beta): -3.3 / -4.5 eV
* orbital gap (alpha / beta): 5.596 / 6.632 eV
* <S²>: 6.01



Formula: C25H45N2P3RhSe2
Source: the OMol25 dataset
Level of theory: ωB97M-V with the def2-TZVPD basis set

Each line ends with the Mulliken spin population.
Positions of all 78 atoms, in Å:
H -1.5982 1.1887 0.5036  -0.014
H 3.6566 0.4856 1.8463  0.002
C 2.6314 2.3430 -0.3003  0.023
H 0.4015 -3.5442 -3.1808  0.004
H -2.1640 -0.3621 -0.0366  -0.036
H -1.6396 -1.6414 -3.0374  0.002
H -1.5005 1.8211 6.6506  0.000
C 3.4453 -0.5853 1.9597  0.010
H -1.0760 -3.6342 0.6987  -0.004
H -1.3273 1.1259 -2.3421  -0.009
P 2.6476 -1.2459 0.4319  0.089
H 2.5978 2.0210 -1.3575  0.003
H 2.4492 1.1107 -8.2097  0.004
C 0.7034 1.9936 -7.2987  0.186
H -0.2701 3.1910 -0.9791  0.000
H -4.4679 -0.8251 2.0349  0.000
P 1.0780 1.8372 0.5171  0.089
H 3.5095 1.8985 0.1803  0.001
Rh 0.5154 -0.2893 -0.2782  0.631
H 0.5252 4.1793 0.2832  -0.001
H -2.6121 -1.7842 -1.5483  0.000
C 0.0253 2.2418 -6.0941  0.022
H 1.2446 -1.9629 -3.0617  -0.001
C -0.5171 -3.8638 -0.2175  0.010
H 4.4030 -1.1070 2.1194  0.000
C -3.2933 0.3652 4.1514  0.006
N -2.7374 -0.3429 3.0767  0.045
H -5.6520 0.5084 6.5788  0.000
H 0.0250 1.9731 -3.9435  0.019
C 1.9123 1.2812 -7.2735  -0.001
H -2.9550 -1.5930 1.4204  -0.014
H -5.3503 -0.2700 4.1595  -0.001
C -3.6151 1.2102 6.7576  0.006
C -1.3768 -0.2224 3.0854  -0.052
H 0.2900 2.3595 -8.2363  0.002
H 1.5577 1.1961 2.8407  0.005
H -2.9598 0.5155 -2.0086  0.003
N -1.0845 0.6148 4.1242  0.037
C -0.0087 3.2399 0.0828  -0.005
C 2.7487 -3.0573 0.7347  -0.003
H -0.9040 2.8094 -6.0807  0.003
C -3.5201 -1.3057 2.3137  0.021
C -1.5613 0.4939 -0.3388  0.162
C -2.3632 1.3859 6.1466  -0.002
H -2.1143 -3.2598 -2.4238  0.000
H 1.8014 -3.3552 -2.0819  0.000
C 0.9203 -2.8567 -2.4999  0.032
Se -0.1324 -1.2246 2.0989  0.825
H -3.7651 1.5289 7.7915  0.000
C 2.4242 0.7985 -6.0685  0.071
P -0.2465 -2.3296 -1.1943  0.122
H 2.5619 -3.6111 -0.1934  0.002
C -2.2400 0.9563 4.8293  0.013
H 3.7658 -3.3063 1.0781  0.001
H 3.8013 -1.5339 -1.7041  0.000
C -4.5462 0.1922 4.7348  -0.002
H -2.4684 2.1346 -1.4170  0.006
H 0.4325 -4.3394 0.0537  0.001
H 4.9618 -1.5107 -0.3603  -0.001
H 3.3634 0.2435 -6.0305  -0.011
C -4.6947 0.6273 6.0623  0.004
C -2.1303 1.1098 -1.6043  0.052
H -3.7307 -2.1989 2.9240  0.001
H -0.9256 3.2237 0.6823  0.002
H 2.7067 3.4374 -0.2677  0.003
H 2.0378 -3.3714 1.5091  0.000
H -0.1407 0.8412 4.4158  0.000
H 2.1161 2.8523 2.4862  0.002
C -1.8110 -2.2424 -2.1372  -0.007
C 1.3094 2.1244 2.3131  0.009
C 1.7277 1.0139 -4.8461  0.154
Se 2.2946 0.3422 -3.2217  1.399
C 0.5300 1.7722 -4.8863  0.069
H 0.3830 2.5331 2.7378  -0.001
H -1.1069 -4.5696 -0.8226  -0.001
H 4.2375 0.0208 -0.9241  0.003
C 4.0484 -1.0456 -0.7522  0.022
H 2.8158 -0.7508 2.8442  -0.009

Forces on atoms 1 to 6 (eV/Å):
H -0.1 -0.1 -0.1
H -0.1 -0.3 0.1
C 0.0 0.4 0.0
H 0.3 0.1 0.1
H 0.1 0.0 0.0
H -0.2 -0.1 0.1

Summary:
* spin multiplicity: 5
* charge: +3
* HOMO energy (alpha / beta): -15.6 / -16.2 eV
* orbital gap (alpha / beta): 8.292 / 4.401 eV
* ΔE to the lowest compared entry with this formula, charge and spin: 0.0 kcal per mole
* <S²>: 6.04



Formula: C25H45N3O4PSSbTi
Source: the OMol25 dataset
Level of theory: ωB97M-V with the def2-TZVPD basis set

Each line ends with the Mulliken charge.
Positions of all 81 atoms, in Å:
H 3.2210 -2.1631 0.9844  0.464
C 4.8226 -0.2062 1.3769  -1.407
C 2.2242 -5.3319 0.5682  -0.633
H -4.2615 -3.4338 -0.9323  0.530
H -0.6503 2.1996 -2.3479  0.321
C 4.4433 1.8297 -0.9491  -1.528
H -1.8484 3.4831 -0.6937  0.395
H -3.8375 3.2846 1.5940  0.380
H 4.5326 -1.0230 2.0354  0.420
C 2.5901 -2.9931 0.7257  -0.400
H -4.6565 0.5892 -1.6249  0.333
H 5.8727 -0.3243 1.1067  0.453
C 4.9374 -1.2298 -1.7075  -1.361
H 1.7747 -1.1330 3.9739  0.258
O 0.7328 -0.1929 1.5785  -0.116
H -4.1164 1.0638 -3.2263  0.387
C -2.5103 0.8537 2.6473  -1.521
O 1.4031 0.8487 3.4419  -0.529
H 1.2062 -0.0247 5.2569  0.271
H -4.8462 -0.0283 0.2215  0.316
C -2.9349 0.3542 1.2594  1.112
H 5.9599 -1.1825 -1.3332  0.436
C -1.6944 2.1048 -2.6447  -1.927
C 1.1880 0.8137 2.1689  0.597
C -3.9904 1.2640 -2.1588  -1.716
H -1.1723 3.1420 2.2548  0.184
N 1.3318 -2.7025 0.3617  0.511
H -2.9083 1.8412 2.8707  0.210
H 4.6074 -2.2663 -1.7496  0.413
C 3.0780 -4.2732 0.8441  -1.202
S -2.1201 -4.4450 -0.3675  -0.276
C -2.6359 -1.9821 -0.7169  -0.837
C 1.0775 -0.3425 4.2307  -0.559
Sb 3.6919 -0.0911 -0.4288  0.811
H -4.3117 2.8883 -0.0543  0.310
H 4.1017 -4.4309 1.1550  0.529
C -1.2379 3.7173 1.3341  -1.420
H -3.7092 4.4973 0.3310  0.476
H -1.4290 0.8957 2.7863  0.054
H -2.9059 0.1704 3.4022  0.550
H 4.9021 -0.8042 -2.7104  0.399
H 0.4457 2.5203 -0.0777  -0.194
H 4.0169 2.2089 -1.8779  0.460
H -2.1497 3.0958 -2.6221  0.540
N 1.4932 1.9240 1.4945  -0.065
H -4.8087 -0.4381 1.9217  0.469
H 0.0529 -0.6374 4.0346  0.250
H -4.3359 2.2842 -1.9884  0.411
H 0.2977 -0.5728 -4.6164  0.282
H -1.6717 4.6837 1.5975  0.485
C -1.2332 -2.0210 -0.3870  0.815
H 4.7044 0.7349 1.9165  0.374
C -2.1239 3.0489 0.2664  1.085
C 1.2393 -1.0937 -4.4821  -0.753
C 0.5033 -3.7343 0.1364  1.176
H -0.2281 3.9520 0.9922  0.482
H -1.7017 1.7835 -3.6882  0.437
H 5.5204 1.7219 -1.0778  0.443
C -2.5097 1.1036 -1.8043  0.837
C -3.5864 3.4330 0.5440  -1.921
Ti 0.3694 -0.6695 -0.2876  -0.329
H 2.5673 -6.3560 0.6400  0.463
H -2.1959 0.1112 -2.1114  0.364
H 2.0751 -0.4016 -4.4592  0.304
H 2.0516 2.2222 -0.3915  0.285
C 0.8653 -1.2088 -2.1604  0.344
H -3.2124 -1.0974 -0.9124  0.457
H -4.9266 1.2465 1.4343  0.310
O 1.2141 -1.8351 -3.2056  -0.318
O 0.5590 0.0138 -2.0745  -0.224
H -2.5724 -0.6660 1.1901  0.152
H 0.2229 -5.8563 0.0154  0.443
C -3.2245 -3.2045 -0.7327  -0.905
N 1.2314 1.9115 0.1175  -0.431
C 0.9212 -5.0552 0.2200  -1.172
P -1.9288 1.2152 -0.0414  0.724
H 1.3806 -1.8583 -5.2344  0.315
C -0.8522 -3.3294 -0.1912  0.852
H 4.2695 2.5435 -0.1418  0.485
H 1.8006 2.7473 1.9947  0.311
C -4.4625 0.2931 1.1865  -1.734

Forces on atoms 1 to 6 (eV/Å):
H 0.0 0.1 0.0
C 0.1 0.1 0.1
C 0.0 -0.1 0.0
H 0.1 0.0 0.0
H 0.1 -0.1 0.1
C 0.0 0.1 -0.1

Summary:
* charge: +2
* HOMO energy: -13.6 eV
* orbital gap: 7.603 eV
* ΔE to the lowest compared entry with this formula, charge and spin: 38.2 kcal per mole